138
Properties=species:S:1:pos:R:3:forces:R:3:mulliken_charge:R:1 method="wB97M-V/def2-TZVPD" energy_ev=-108530.8272 charge=0 homo_lumo_gap_ev=8.564
C 2.0104 7.5274 -0.3652 -0.254 -1.297 -0.268 -0.9743
N 0.8666 6.6013 -0.0978 -0.132 0.734 0.607 0.1000
C -0.1775 7.0992 0.9041 2.561 1.233 -2.860 -1.1037
P 0.3698 5.3421 -1.0352 0.721 -1.332 -0.515 0.3924
O -0.3734 4.3286 -0.2129 0.317 0.882 -0.584 -0.7673
N -0.5413 5.8262 -2.3639 -0.727 -0.457 0.403 0.2223
C -1.7616 5.0292 -2.6452 1.516 -0.921 -1.793 -0.9179
C -0.2609 7.0116 -3.1832 -1.728 -0.478 1.738 -1.1112
N 1.8077 4.7617 -1.6862 -0.688 0.821 0.282 0.6693
C 2.9084 4.4651 -0.7536 -0.605 -0.082 -0.487 -1.3210
C 2.0797 4.6757 -3.1209 -1.186 0.867 0.161 -1.1351
H 2.8501 7.0815 -0.9623 -1.337 0.216 -0.031 0.2253
H 2.5297 7.7262 0.5560 -0.154 0.369 0.709 0.4000
H 1.6171 8.4427 -0.7979 0.375 0.248 -0.189 0.3965
H -0.3352 6.3605 1.6216 -0.629 -0.900 1.160 0.2369
H -1.0038 7.4823 0.3408 -1.167 -0.465 -0.095 0.3572
H 0.2551 8.0209 1.2521 0.268 0.146 0.984 0.4776
H -1.6984 4.1353 -2.0481 -0.392 0.002 0.729 0.0802
H -2.7328 5.5225 -2.5762 0.264 0.311 0.218 0.3103
H -1.6549 4.5585 -3.6661 -0.314 0.835 0.487 0.3568
H -0.0476 7.8131 -2.4975 0.759 0.546 -0.123 0.3072
H 0.3561 6.9139 -4.0254 1.755 -0.449 -0.712 0.3229
H -1.1724 7.3002 -3.6543 -1.126 0.255 -0.138 0.4385
H 3.0482 3.4030 -0.7640 0.303 -0.815 0.106 0.2163
H 3.8418 4.9113 -1.1185 -0.113 0.249 0.386 0.4224
H 2.6398 4.7297 0.2870 0.293 0.184 -0.694 0.4074
H 2.6630 3.8221 -3.3374 0.514 -1.208 -0.153 0.4032
H 2.6567 5.5344 -3.4761 -0.012 0.215 -0.024 0.2424
H 1.1282 4.6175 -3.7122 0.907 -0.002 0.661 0.2707
C -1.4926 -4.7957 1.9323 -0.660 0.066 0.501 -1.0497
N -0.1520 -4.6522 2.4069 2.196 0.836 -0.139 0.4415
C 0.3982 -3.2787 2.3135 -2.024 0.013 0.327 -0.7279
P 0.7358 -5.7309 3.2962 -1.021 -1.760 1.448 0.2944
O 0.3115 -6.1569 4.6798 0.048 0.807 -1.480 -0.9135
N 0.6683 -7.0665 2.2890 0.248 1.670 0.679 0.4133
C 0.9338 -8.3396 2.8466 0.108 -1.589 -0.963 -1.1163
C 0.8302 -6.9769 0.8698 -1.041 1.253 0.094 -1.1243
N 2.2459 -5.0884 3.4464 1.090 0.173 -2.283 0.3681
C 3.2131 -5.0800 2.3260 -0.688 0.054 -0.807 -0.3577
C 2.8051 -4.8062 4.7248 -0.173 -0.544 1.305 -1.1925
H -1.6386 -4.8594 0.8348 0.395 -0.007 0.407 0.2015
H -2.0535 -3.9394 2.3090 -0.229 0.238 -0.235 0.4515
H -1.9655 -5.6366 2.4213 -0.027 -0.480 -0.152 0.3649
H 1.4492 -3.2367 2.5872 -0.289 0.092 -0.162 0.1377
H -0.2416 -2.6956 3.0185 0.771 0.254 -0.427 0.3359
H 0.1980 -2.8916 1.3056 0.327 -0.026 0.245 0.1418
H 0.7235 -8.3307 3.8927 -0.076 -0.110 0.662 0.3969
H 0.2439 -9.0205 2.3214 0.149 -0.283 0.432 0.3491
H 1.9552 -8.7479 2.6474 -0.357 0.484 0.169 0.2521
H 1.8417 -7.1759 0.5990 0.785 -0.156 -0.700 0.4463
H 0.1499 -7.6652 0.4098 -0.266 -0.733 -0.496 0.4882
H 0.5000 -5.9699 0.5414 0.622 -0.584 0.044 -0.0092
H 2.7964 -5.5757 1.4054 0.208 1.053 0.884 -0.0860
H 3.5487 -4.0224 2.0771 -0.359 -1.194 0.158 -0.0229
H 4.0873 -5.7006 2.5355 0.148 0.208 0.414 0.4763
H 3.0522 -5.7719 5.2008 0.569 0.570 0.149 0.2946
H 2.0349 -4.3852 5.3472 -0.309 0.216 0.414 0.3785
H 3.6326 -4.0763 4.7285 -0.124 -0.517 -0.423 0.3215
C -5.4505 1.3209 0.1252 -1.032 0.715 -0.121 -0.9464
N -5.6870 2.1828 1.2813 1.610 0.538 0.663 0.2114
C -6.8752 3.0039 1.2962 -0.664 -2.249 0.780 -1.1391
P -4.3381 2.5041 2.2352 -0.111 1.145 -0.307 0.1822
O -3.3366 1.4414 2.0440 0.040 -0.702 0.391 -0.8441
N -3.6391 3.9818 1.8310 -2.278 0.243 -0.767 0.7566
C -2.3823 4.3986 2.3607 0.437 -1.105 0.944 -0.6488
C -4.2105 4.8596 0.8016 2.597 -0.618 -1.253 -0.6950
N -5.0053 2.7271 3.7535 -0.532 -0.549 -0.106 0.4946
C -5.7363 1.5793 4.3150 -1.454 0.975 1.312 -1.1099
C -4.7700 3.8393 4.6850 2.679 -1.291 -0.212 -0.9924
H -5.1964 0.3265 0.4796 0.091 -0.101 -0.392 0.2152
H -4.7002 1.7556 -0.5197 0.590 -0.211 -0.231 0.2724
H -6.3714 1.3436 -0.4882 0.293 -0.440 0.394 0.4114
H -7.6796 2.2537 1.0778 0.031 1.075 0.366 0.4341
H -6.8866 3.7504 0.5484 -0.088 1.000 -0.860 0.3828
H -6.9854 3.4395 2.2956 -0.189 -0.049 -0.296 0.2995
H -2.4140 5.4302 2.6737 -0.148 0.539 0.382 0.5093
H -2.1688 3.7465 3.2464 0.270 0.659 -0.733 0.3638
H -1.6259 4.3169 1.5931 0.535 -0.177 -0.045 -0.3695
H -4.9728 4.3341 0.2729 -0.702 -0.035 -0.221 0.2449
H -4.5007 5.8319 1.1292 -0.672 0.648 0.746 0.3312
H -3.4190 5.1094 -0.0029 -0.783 -0.622 1.116 -0.1829
H -5.2350 0.9936 5.0750 0.990 -0.378 -0.300 0.3490
H -6.5456 1.9889 4.9684 0.141 0.052 -0.686 0.3666
H -6.2599 0.9253 3.6065 0.634 0.330 -0.175 0.3025
H -4.4489 4.7221 4.1443 0.179 0.004 -0.199 0.2802
H -3.9251 3.5361 5.4075 -1.228 0.640 -0.759 0.2982
H -5.6239 4.1230 5.2383 -1.191 -0.103 0.586 0.3788
C 4.6013 -2.0493 -1.3971 -1.848 -0.522 1.025 -0.7498
N 4.0939 -2.9734 -2.3901 -0.248 -1.083 -1.687 0.2776
C 4.4951 -2.6815 -3.7776 0.857 -0.392 0.005 -0.8762
P 2.8876 -4.1187 -2.1190 -1.622 0.376 -0.042 0.2009
O 3.0991 -4.8874 -0.8778 0.391 0.017 0.007 -0.6737
N 1.3598 -3.3151 -2.1277 2.505 0.273 -0.195 0.9857
C 0.2166 -3.9701 -1.6045 -0.228 -0.255 -0.915 -0.8442
C 1.3401 -1.9112 -1.8587 -2.547 1.135 1.430 -1.4778
N 2.6296 -5.0857 -3.4635 1.204 -0.461 0.361 0.4849
C 3.4912 -6.1875 -3.7895 0.655 -1.811 1.134 -1.1680
C 1.6858 -4.9425 -4.5165 -2.256 0.937 0.700 -1.0589
H 5.6656 -2.0846 -1.2806 0.730 -0.180 -0.122 0.3890
H 4.1310 -2.3873 -0.4250 0.589 0.778 -0.830 -0.0259
H 4.2982 -1.0245 -1.6773 0.069 -0.227 0.404 0.3185
H 5.6325 -2.6940 -3.9245 -1.514 -0.293 0.316 0.2575
H 4.1731 -1.6959 -4.0516 -0.183 0.845 -0.134 0.3375
H 3.9874 -3.3548 -4.4918 0.548 0.109 0.466 0.1894
H -0.6118 -3.4303 -2.0512 -0.685 -0.355 0.039 0.4943
H 0.2186 -5.0140 -1.8609 -0.179 -0.500 -0.300 0.4798
H 0.1535 -3.9074 -0.5552 -0.135 0.143 1.554 -0.3699
H 1.4860 -1.5954 -0.7728 0.209 -0.608 -1.102 0.0116
H 2.0002 -1.3926 -2.4964 0.811 0.752 -0.585 0.6709
H 0.2610 -1.5101 -2.0680 1.721 -0.683 0.023 0.1945
H 4.0932 -6.0853 -4.6792 0.205 0.632 -0.536 0.3461
H 4.1806 -6.4464 -2.9783 -0.107 0.329 0.032 0.2981
H 2.9272 -7.1332 -3.9623 -0.080 0.650 0.174 0.3537
H 0.9207 -4.2151 -4.1621 0.486 -0.368 -0.748 0.2467
H 1.1539 -5.8933 -4.7165 0.374 0.270 0.160 0.3287
H 2.1402 -4.6126 -5.4288 0.261 0.307 -0.745 0.3506
O 0.9582 1.2880 -2.6618 0.309 -0.084 -0.913 -0.5794
C 0.4174 1.0624 -1.6386 -1.380 0.648 0.603 0.7523
O -0.9205 0.9090 -1.4626 0.440 -0.177 -1.076 -0.2840
C -1.2607 0.6842 -0.0863 0.820 0.216 -1.073 0.2376
C 0.1330 0.6919 0.5479 -0.350 0.827 1.772 0.2315
F 0.4975 -0.4983 1.1364 -0.073 0.104 -0.376 -0.1511
O 1.0294 1.0421 -0.4449 0.436 -0.733 -0.343 -0.1928
H -1.8661 1.4901 0.2406 -0.260 0.960 0.526 -0.5553
H -1.9189 -0.1671 -0.0707 0.431 -0.838 0.518 0.2946
H 0.2720 1.4915 1.2782 -0.407 -0.395 0.412 0.2249
C -2.1964 0.0413 -4.9571 0.561 2.359 1.064 -0.2839
C -1.7691 -0.2818 -6.2838 -0.982 0.475 2.213 0.1988
N -1.4370 -0.5158 -7.3309 1.020 -0.732 -3.099 -0.3576
H -2.6357 1.0994 -4.9261 0.418 -1.599 -0.090 0.2239
H -1.3046 0.0821 -4.3096 -0.281 0.007 -0.140 -0.0977
H -2.8625 -0.6738 -4.5349 -0.673 -0.482 0.113 0.3156
C 4.3132 -0.5494 2.8209 0.224 0.082 0.379 -0.1848
C 4.2637 0.8600 3.0693 -0.629 3.718 0.118 0.1559
N 4.2039 2.0220 3.1835 0.199 -2.524 -0.109 -0.4547
H 3.6481 -0.8148 2.0229 -0.479 -0.253 -0.262 -0.0610
H 4.1153 -1.0717 3.7432 -0.203 -0.423 0.121 0.2210
H 5.3189 -0.7286 2.5188 0.821 -0.612 -0.294 0.3385